No. 1
A single C2H3N molecule in a non-equilibrium geometry. Source: OMol25; level of theory: the ωB97M-V functional and the def2-TZVPD basis.

The structure (SMILES) is CC#N. As for the multiplicity: 1. The total energy is -3610.9262 eV. As for the relative energy (zero: lowest compared OMol25 entry of this formula, charge and spin): 138.1 kJ/mol. The charge is 0. Its LUMO energy is 0.0176 Eh. The molar mass comes out at 41.05 Da. For the orbital gap, the calculation gives 12.5 eV.

Each line ends with the Löwdin charge.
Element x y z (Å)
H1 0.94615 -0.50854 0.91230  0.036
N1 -2.30064 -0.08890 0.00981  0.039
C1 0.68269 -0.01817 -0.00654  0.043
C2 -1.18022 0.10673 0.02111  -0.186
H2 0.91769 -0.52561 -0.92251  0.036
H3 0.93434 1.03448 -0.01418  0.032

Atomic forces in eV per Å
-0.039 -0.252 0.138
-1.599 0.065 0.015
-4.693 1.333 0.157
6.083 -0.833 -0.106
-0.040 -0.248 -0.174
0.289 -0.065 -0.030

No. 2
C23H34NO2P2Pt as an isolated structure in a non-equilibrium geometry. Source: OMol25; level of theory: the ωB97M-V functional and the def2-TZVPD basis.

As for the multiplicity: 5. The total energy is -51800.0677 eV. Its expectation value of S² is 6.034. The charge is +1. Its LUMO energy (spin up / spin down) is -0.0836 / -0.2382 Eh. The molar mass comes out at 613.56 Da. For the orbital gap (spin up / spin down), the calculation gives 5.1 / 4.9 eV.

Each line ends with the Löwdin charge.
Element x y z (Å)
H1 3.77890 -0.64670 -0.10730  0.043
H2 -3.55650 -0.82830 -2.73710  0.067
H3 3.28340 0.32230 3.11930  0.063
O1 -0.72850 0.21640 -4.70300  -0.095
H4 4.39590 0.86970 0.64990  0.054
H5 0.08600 5.89410 -1.32900  0.105
H6 0.61290 -1.20620 -2.52710  -0.040
H7 -1.82350 -4.55980 1.78760  0.120
C1 -1.01330 -4.09410 1.21280  -0.038
H8 3.41700 0.92480 -0.87210  0.049
H9 -1.51610 2.47240 1.44700  0.081
C2 0.05290 4.83120 -1.06930  -0.094
C3 -1.34730 -0.09770 4.31400  -0.077
H10 0.08090 0.70410 -4.93840  0.057
H11 1.84550 -2.41930 -0.81480  0.091
H12 2.57270 -1.24390 2.57310  0.056
H13 -4.40880 0.71860 -0.56670  0.059
O2 0.47870 -1.80300 -3.32390  -0.117
C4 -0.99380 -2.70040 1.04670  -0.102
H14 1.10430 2.37020 2.25520  0.101
H15 -0.01320 -5.98010 0.78750  0.128
H16 -2.43970 3.02860 3.61540  0.107
H17 -0.32570 -1.38690 2.99530  0.077
C5 0.02230 -2.03940 0.31020  -0.332
C6 2.39180 -0.16150 2.68380  -0.220
H18 -1.29480 1.24060 -2.98040  0.077
C7 -1.94340 1.14300 4.51050  -0.083
C8 1.02780 -4.26910 -0.06320  -0.045
H19 1.51810 -0.02680 3.34110  0.029
C9 -3.51190 0.49390 0.03750  -0.225
H20 -1.78540 -2.09970 1.51050  0.091
P1 1.96780 0.50480 1.02470  0.749
C10 1.03420 -2.87410 -0.23260  -0.110
C11 -0.00160 -4.89230 0.65730  -0.016
H21 -2.92140 -2.06500 -1.58090  0.052
H22 -2.35250 1.40310 5.47820  0.105
C12 -0.87940 2.61270 -1.36240  -0.292
C13 0.92400 4.30820 -0.10540  0.029
C14 1.69340 2.33530 1.31740  -0.236
H23 -1.28450 -0.80100 5.13450  0.107
C15 -1.78990 1.63330 -2.05810  -0.243
H24 -2.72960 2.12010 -2.37460  0.111
C16 3.55640 0.41470 0.09490  -0.243
C17 -1.45730 1.72150 2.21480  -0.171
H25 1.83300 -4.87190 -0.50160  0.120
Pt1 0.00000 0.00000 0.00000  0.919
C18 -0.86250 3.97660 -1.69230  0.021
H26 -1.85160 -1.42070 -2.86540  0.017
C19 0.85440 2.94750 0.21870  -0.289
C20 -2.67080 -1.17030 -2.17550  -0.218
H27 0.20220 -2.64330 -2.91480  0.058
H28 1.64410 4.94990 0.41050  0.134
P2 -2.05100 0.11040 -1.01790  0.761
H29 2.62410 2.90620 1.48100  0.105
C21 -0.81500 -0.43240 3.06580  -0.175
H30 -0.36230 -0.62210 -4.31130  0.000
H31 -3.25950 1.35400 0.67840  0.027
C22 -0.87700 0.45600 1.96570  -0.295
N1 -0.02500 2.12000 -0.41700  -0.127
H32 -3.71160 -0.37320 0.68910  0.054
H33 0.80030 -0.22020 -1.48700  -0.005
C23 -1.99140 2.05530 3.46230  -0.075
H34 -1.55700 4.35160 -2.44960  0.134

Atomic forces in eV per Å
-0.030 0.415 0.082
0.369 -0.131 0.241
-0.356 -0.185 -0.253
0.884 -0.333 0.358
-0.341 -0.186 -0.223
-0.028 -0.559 0.134
-0.153 -0.716 -0.983
0.374 0.195 -0.264
-0.607 1.038 0.268
0.095 -0.180 0.350
0.039 0.094 -0.278
-0.987 1.552 -1.362
-0.014 0.295 -0.326
-0.500 -0.200 -0.076
-0.272 -0.190 0.275
0.005 0.368 0.074
0.369 -0.111 0.206
0.092 -0.055 1.244
-0.890 -1.754 0.542
0.152 0.018 -0.297
0.006 0.473 -0.055
0.000 0.021 -0.029
0.132 -0.221 -0.180
0.095 0.053 0.014
-0.154 0.017 -0.083
-0.172 0.156 0.277
0.053 -0.045 -0.049
0.717 1.145 -0.639
0.500 -0.006 -0.200
0.030 0.058 -0.172
0.246 -0.315 -0.294
2.133 1.418 0.850
0.740 -1.859 -0.223
-0.121 0.092 0.098
0.030 0.311 -0.235
-0.008 -0.008 -0.013
-1.157 0.039 -1.154
0.599 -0.093 0.642
0.194 -0.053 -0.092
0.015 -0.034 -0.010
-0.006 0.054 0.231
0.354 -0.171 0.078
-0.121 0.022 0.017
0.060 -0.758 0.557
-0.378 0.258 0.194
0.092 -2.621 0.755
0.337 0.729 0.116
-0.436 0.058 0.160
-0.284 -0.924 0.008
0.246 0.054 0.074
0.152 0.340 -0.419
-0.228 -0.274 -0.170
-2.230 0.935 -0.918
-0.354 -0.206 -0.087
-0.391 0.864 -0.102
-0.383 0.652 -0.502
-0.256 -0.420 -0.302
0.102 0.021 -0.044
1.542 0.605 1.107
0.046 0.350 -0.209
-0.404 0.400 1.123
0.230 -0.360 -0.117
0.233 -0.134 0.283